# 1
Entry from the OMol25 dataset: a structure of composition C31H26F3IrN3O2PS2 (the ωB97M-V functional and the def2-TZVPD basis).

```
69
Properties=species:S:1:pos:R:3:lowdin_charge:R:1
Ir -0.32662 -0.27352 -0.05551 0.9803
C -2.30164 0.79055 5.36892 -0.0546
C -2.36826 -0.53628 4.96530 -0.0561
C -1.55330 -0.99605 3.93995 -0.0694
C -0.66290 -0.12424 3.31246 -0.3397
C -0.58089 1.20341 3.74372 -0.1074
C -1.40560 1.66058 4.75892 -0.0503
P 0.47945 -0.66778 2.01707 0.9980
C 1.99719 0.21196 2.40917 -0.3572
C 2.66640 1.03806 1.51442 -0.0784
C 3.78503 1.74807 1.93104 -0.0448
C 4.23598 1.63250 3.23544 -0.0385
C 3.56835 0.80873 4.13640 -0.0398
C 2.44912 0.10659 3.73076 -0.0873
C 0.75718 -2.43059 2.14294 -0.3479
C -0.30689 -3.31740 1.94609 -0.1161
C -0.08587 -4.68073 1.99286 -0.0390
C 1.19694 -5.16979 2.21372 -0.0339
C 2.25858 -4.29535 2.38044 -0.0470
C 2.04608 -2.92487 2.34256 -0.0639
H -2.92523 1.14045 6.18120 0.1190
H -3.03850 -1.22407 5.46349 0.1208
H -1.59808 -2.03770 3.65763 0.0983
H 0.14693 1.87641 3.30598 0.1132
H -1.32726 2.68693 5.09294 0.1198
H 2.34585 1.11255 0.48743 0.0657
H 4.30776 2.38390 1.22938 0.1171
H 5.11086 2.18247 3.55504 0.1205
H 3.91839 0.71934 5.15567 0.1206
H 1.92270 -0.51735 4.44410 0.1257
H -1.30086 -2.94895 1.72172 0.0813
H -0.90987 -5.36456 1.84146 0.1204
H 1.36856 -6.23740 2.24288 0.1214
H 3.25868 -4.67625 2.53609 0.1216
H 2.88497 -2.25380 2.46553 0.1103
N 0.07937 6.68444 -0.92011 0.1139
C -0.10132 6.03056 0.23412 -0.8426
S -0.10388 6.71686 1.71793 0.7554
C -0.23825 4.54483 0.11623 -0.2092
C 0.54596 3.79686 -0.75611 0.0277
C 0.45589 2.42086 -0.74214 -0.0968
N -0.38124 1.76254 0.08157 -0.1305
C -1.16392 2.48534 0.89871 -0.1156
C -1.11759 3.85848 0.94645 0.0009
H 0.20005 7.68528 -0.89435 0.1174
H -0.04434 6.24606 -1.81713 0.1152
H 1.26196 4.26654 -1.41679 0.1338
H 1.07368 1.81293 -1.39080 0.1165
H -1.80594 1.92326 1.55103 0.0678
H -1.72925 4.40456 1.65112 0.1110
F 3.39893 -2.02198 -2.20367 0.2005
C 2.35536 -2.70098 -1.75554 -0.5636
F 1.78232 -3.35594 -2.75710 0.2023
F 2.75980 -3.57500 -0.83245 0.1887
C 1.33220 -1.75130 -1.10992 -0.4759
O 0.22830 -2.19921 -0.70185 -0.0747
O 1.57925 -0.51247 -0.95113 -0.0834
S -2.55091 -0.73513 0.13192 0.6685
C -3.70947 0.51422 0.58146 -0.6158
N -4.51970 0.93999 -0.41579 0.0807
C -5.57368 1.75725 -0.24302 -0.0068
C -5.86251 2.23178 1.01200 0.0001
C -5.05144 1.83256 2.07106 0.0176
C -3.98475 0.97228 1.86064 -0.0560
H -4.31911 0.58213 -1.34454 0.1584
H -6.14837 1.99476 -1.12653 0.1506
H -6.70799 2.88675 1.15937 0.1316
H -5.26405 2.18062 3.07360 0.1345
H -3.37013 0.63410 2.68724 0.0952
```

As for the energy above the lowest of the compared OMol25 structures with the same formula, charge and spin: 36.8 kJ/mol. As for the charge: +2. Its LUMO energy is -0.246 Ha. The frontier orbital gap is 6.62 eV.

---

# 2
Entry from the OMol25 dataset: a structure of composition C31H27CoFN2O3S (the ωB97M-V functional and the def2-TZVPD basis).

```
66
Properties=species:S:1:pos:R:3:lowdin_charge:R:1
Co 0.04861 0.21154 -0.06727 0.7481
C 4.69964 1.22376 -5.09053 -0.0407
C 3.97890 -0.02484 -4.56383 -0.5610
C 4.68238 -1.28450 -5.08988 -0.0390
C 2.54380 -0.01221 -5.08962 -0.0668
C 4.02889 -0.03013 -3.03548 -0.1510
C 5.28033 0.01578 -2.38638 -0.0130
C 5.40916 0.02056 -1.01610 -0.0512
C 4.24441 -0.02310 -0.25168 -0.4343
S 4.05433 -0.01840 1.47797 1.1915
C 2.36434 -0.08621 1.28727 -0.5050
N 1.95260 -0.13510 0.04808 0.0163
C 3.00326 -0.08008 -0.86866 -0.2496
C 2.88808 -0.08622 -2.25865 0.0522
C 1.32983 -0.05068 2.31421 -0.2115
C 1.54385 -0.03708 3.68361 -0.0138
C 0.45047 0.03788 4.53677 -0.0531
C -0.83495 0.09056 4.01859 -0.0494
C -1.05224 0.08189 2.63947 -0.0493
C 0.03549 0.00621 1.80524 -0.0771
H 4.64759 1.24602 -6.18099 0.0906
H 5.75398 1.23647 -4.80912 0.0795
H 4.23381 2.13427 -4.70734 0.0948
H 4.62954 -1.31099 -6.18027 0.0905
H 4.20687 -2.18797 -4.70202 0.0932
H 5.73616 -1.30626 -4.80601 0.0817
H 2.56118 -0.00193 -6.18019 0.0903
H 2.00081 0.87676 -4.75854 0.0901
H 1.98900 -0.90159 -4.77968 0.0869
H 6.18341 0.04368 -2.98340 0.1169
H 6.38567 0.06156 -0.55062 0.1190
H 1.90241 -0.12669 -2.70300 0.1073
H 2.55253 -0.07998 4.07939 0.1160
H 0.60105 0.05683 5.60744 0.1142
H -1.68440 0.14015 4.68850 0.1129
H -2.06214 0.11329 2.24825 0.1053
C -5.11510 4.99682 1.52588 -0.0368
C -5.63481 3.89581 0.61702 -0.2822
C -6.89895 3.27064 1.17964 -0.1417
C -7.42016 2.18348 0.25897 -0.1170
C -6.35262 1.15116 0.02205 -0.1236
C -6.67577 -0.15211 -0.25838 0.0763
C -5.67587 -1.10056 -0.47588 -0.2475
F -6.04424 -2.35997 -0.72882 0.0972
C -4.35627 -0.77812 -0.43812 0.0853
C -3.99972 0.55230 -0.16552 -0.0457
C -2.60943 0.93162 -0.17558 -0.2641
O -1.73030 0.03657 -0.47111 -0.0531
C -2.29559 2.24884 0.12656 -0.0197
C -3.31908 3.13405 0.40593 0.0605
N -4.60618 2.82304 0.39239 0.0628
C -4.99058 1.51304 0.08469 -0.0494
C -0.90222 2.80876 0.14631 -0.5134
O -0.72292 3.96634 0.42694 0.1193
O 0.08768 1.99414 -0.17526 -0.0407
H -5.94746 5.66056 1.75680 0.0952
H -4.33832 5.60811 1.06808 0.0850
H -4.73570 4.58449 2.46340 0.1041
H -5.86264 4.31675 -0.36446 0.1633
H -7.64161 4.05828 1.29418 0.1297
H -6.68897 2.86219 2.17278 0.1396
H -7.71337 2.62646 -0.69759 0.1364
H -8.30820 1.70829 0.67356 0.1280
H -7.71357 -0.45749 -0.31455 0.1424
H -3.59378 -1.52272 -0.61358 0.1397
H -3.03874 4.15065 0.64478 0.1386
```

As for the energy above the lowest of the compared OMol25 structures with the same formula, charge and spin: 16.9 kJ/mol. As for the charge: +1. Its LUMO energy (alpha / beta) is -0.140 / -0.142 Ha. The frontier orbital gap (alpha / beta) is 7.42 / 7.37 eV.

---

# 3
Entry from the OMol25 dataset: a cluster of 3 separate species, C31H27N3O10PS2 in total in a non-equilibrium geometry (the ωB97M-V functional and the def2-TZVPD basis).

```
74
Properties=species:S:1:pos:R:3:lowdin_charge:R:1
N 2.38717 0.23188 4.03018 -0.0584
C 2.98536 1.60483 4.32515 -0.2223
C 2.30015 2.75669 3.32517 -0.3091
O 3.32318 2.97533 2.24938 -0.1411
C 2.02142 4.17515 4.14429 -0.1982
S 0.31684 4.89962 3.85172 0.6518
O -0.18451 4.43078 2.46139 -0.4531
O 0.53376 6.45804 3.71746 -0.4585
N -0.81654 4.68776 5.15924 -0.3842
S -1.18720 3.01418 5.47365 0.4378
O 0.02962 2.06044 5.52049 -0.4881
O -1.81301 2.97693 6.92309 -0.4887
P -2.75448 2.20728 4.19246 0.8034
N -2.98558 3.20949 2.73550 -0.2383
O -2.21140 0.58526 3.71176 -0.3954
H 2.97489 -0.43696 4.59035 0.0587
H 1.41440 0.14109 4.41640 0.0518
H 4.15371 1.53918 4.18289 0.1263
H 2.66884 1.93196 5.42493 0.1043
H 1.35017 2.34312 2.76962 0.1433
H 3.01165 2.51553 1.40142 0.1029
H 2.79813 4.95272 3.68179 0.1264
H 2.31363 4.08023 5.28688 0.1175
H -2.71741 4.19114 3.04288 0.0314
H -2.25928 2.88399 2.03440 0.0360
H -1.54585 0.23299 4.37670 0.0446
C 3.04409 0.77246 -6.08940 -0.0607
C 3.00261 1.82820 -5.17907 -0.0570
C 3.14104 1.57803 -3.81286 0.0083
C 3.30945 0.26596 -3.35398 -0.0890
C 3.32627 -0.79190 -4.26215 -0.0855
C 3.20490 -0.53703 -5.63438 0.0039
C 3.45354 -2.18428 -3.78552 -0.2802
O 3.47197 -3.11384 -4.58289 0.0929
C 3.54936 -2.44058 -2.33459 -0.0967
C 3.61220 -3.75921 -1.86543 0.0018
C 3.71643 -4.01007 -0.49557 -0.0586
C 3.76756 -2.94783 0.40660 -0.0511
C 3.69951 -1.63338 -0.05756 0.0130
C 3.58032 -1.37991 -1.43047 -0.0991
C 3.47300 0.01264 -1.90863 -0.2844
O 3.51320 0.94665 -1.11604 0.1010
H 2.94544 0.96828 -7.15488 0.1059
H 2.86454 2.84751 -5.53277 0.1080
H 3.11288 2.40772 -3.10843 0.1249
H 3.23081 -1.35662 -6.35038 0.1200
H 3.57609 -4.59419 -2.56337 0.1199
H 3.75980 -5.03486 -0.13306 0.1063
H 3.85605 -3.14276 1.47317 0.1104
H 3.73509 -0.80930 0.65307 0.1240
C -7.83764 -2.04049 -1.61946 -0.0630
C -7.52882 -3.35315 -1.26371 -0.0643
C -6.19971 -3.72668 -1.05828 0.0026
C -5.17434 -2.78720 -1.22100 -0.0849
C -5.48127 -1.48114 -1.60064 -0.0824
C -6.81720 -1.10368 -1.78911 0.0060
C -4.40439 -0.49485 -1.82344 -0.2762
O -4.67337 0.65360 -2.15349 0.0996
C -2.99933 -0.91473 -1.65141 -0.0836
C -1.96616 -0.00608 -1.91554 0.0147
C -0.63490 -0.39095 -1.74251 -0.0421
C -0.33254 -1.67757 -1.29749 -0.0427
C -1.35955 -2.58656 -1.03899 0.0127
C -2.69534 -2.20697 -1.22586 -0.0852
C -3.77284 -3.18673 -0.98415 -0.2777
O -3.50776 -4.31917 -0.59746 0.0917
H -8.87415 -1.74700 -1.77060 0.1051
H -8.32324 -4.08645 -1.14389 0.1044
H -5.96653 -4.75192 -0.77561 0.1196
H -7.06541 -0.08229 -2.07227 0.1213
H -2.19377 1.00137 -2.26026 0.1234
H 0.16596 0.31454 -1.95321 0.1050
H 0.70411 -1.97536 -1.15568 0.0961
H -1.11567 -3.59086 -0.69652 0.1210
```

As for the energy above the lowest of the compared OMol25 structures with the same formula, charge and spin: 475.2 kJ/mol. As for the charge: -1. Its LUMO energy is 0.006 Ha. The frontier orbital gap is 5.77 eV.

---

Which of these has the highest charge? C31H26F3IrN3O2PS2

---

Which of these has the lowest charge? C31H27N3O10PS2

---

Among the records above, which one has the lowest charge? C31H27N3O10PS2